1.
Below is C7H14O in the gas phase, with properties calculated with the ωB97M-V functional and the def2-TZVPD basis.

Each line ends with the natural charge from an NBO analysis.
Geometry (Å):
C: -1.46 -0.11 -2.33  -0.0657
O: -2.50 -0.65 -1.47  -0.7566
C: -0.10 -0.70 -2.05  -0.4117
C: 0.26 -0.82 -0.53  -0.4048
C: -0.13 0.38 0.29  -0.4065
C: 1.06 1.06 1.05  -0.4407
C: 1.39 0.26 2.26  -0.1641
C: 1.97 0.69 3.38  -0.4070
H: -1.84 -0.30 -3.35  0.1769
H: -1.44 0.94 -2.04  0.1694
H: -3.18 -1.15 -1.92  0.4740
H: 0.61 -0.05 -2.57  0.2029
H: -0.06 -1.76 -2.39  0.2024
H: -0.12 -1.78 -0.20  0.2162
H: 1.39 -0.95 -0.59  0.2004
H: -0.94 0.17 1.02  0.2186
H: -0.58 1.19 -0.31  0.2007
H: 1.88 0.99 0.33  0.2064
H: 0.88 2.11 1.23  0.2127
H: 1.10 -0.79 2.22  0.1883
H: 2.25 0.11 4.25  0.2062
H: 2.13 1.77 3.37  0.1818

Values from the calculation:
LUMO: 0.033 Ha
SMILES string: C=CCCCCCO
M: 114.2 g/mol
Orbital gap: 0.3780 Eh
Relative energy (zero: lowest compared OMol25 entry of this formula, charge and spin): 169.2 kJ/mol

2.
Below is 2 unconnected molecules or ions with the total composition C7H14O, with properties calculated with the ωB97M-V functional and the def2-TZVPD basis.

Each line ends with the natural charge from an NBO analysis.
Geometry (Å):
O: 0.50 1.72 0.52  -0.5345
C: 0.84 0.97 1.68  -0.0688
C: -0.92 1.86 0.41  -0.0688
C: 0.26 -0.44 1.64  -0.4311
C: -1.61 0.51 0.28  -0.4311
C: -1.26 -0.37 1.47  -0.4002
H: 1.94 0.95 1.72  0.1942
H: 0.47 1.50 2.58  0.1565
H: -1.09 2.50 -0.48  0.1942
H: -1.30 2.40 1.29  0.1565
H: 0.70 -0.98 0.78  0.2032
H: 0.54 -0.98 2.56  0.2115
H: -2.70 0.67 0.20  0.2115
H: -1.27 0.03 -0.66  0.2032
H: -1.70 0.07 2.39  0.1946
H: -1.69 -1.38 1.35  0.2113
C: 1.09 -2.10 -2.96  -0.3951
C: 1.68 -0.91 -2.94  -0.3889
H: 0.37 -2.39 -2.19  0.1920
H: 1.30 -2.82 -3.76  0.1944
H: 1.47 -0.18 -2.15  0.2007
H: 2.40 -0.61 -3.72  0.1946

Values from the calculation:
LUMO: 0.040 Ha
SMILES string: C1CCOCC1.C=C
M: 114.2 g/mol
Orbital gap: 0.3939 Eh
Relative energy (zero: lowest compared OMol25 entry of this formula, charge and spin): 133.8 kJ/mol